Record 1
{
  "formula": "C11H36O11Y2",
  "method": "ωB97M-V with the def2-TZVPD basis set",
  "symbols": ["Y", "Y", "O", "C", "C", "O", "H", "H", "H", "H", "O", "C", "C", "O", "H", "H", "H", "H", "C", "O", "H", "H", "H", "H", "C", "O", "H", "H", "H", "H", "C", "O", "H", "H", "H", "H", "C", "O", "H", "H", "H", "H", "C", "O", "H", "H", "H", "H", "C", "O", "H", "H", "H", "H", "C", "O", "H", "H", "H", "H"],
  "xyz": [[1.519, -1.052, 4.245], [-2.435, -2.624, 2.774], [-2.198, -0.848, 1.161], [-1.177, -0.069, 0.588], [0.249, 0.116, 1.359], [0.249, 0.434, 2.719], [-1.595, 0.918, 0.384], [-1.086, -0.446, -0.431], [0.849, 0.804, 0.763], [0.906, -0.739, 1.201], [-0.054, -2.789, 3.318], [0.888, -3.719, 2.828], [2.323, -3.298, 2.171], [2.932, -2.172, 2.755], [0.332, -4.486, 2.288], [1.170, -4.327, 3.688], [2.325, -3.087, 1.101], [3.035, -4.122, 2.150], [0.721, -3.055, -1.352], [-0.571, -2.749, -0.966], [1.035, -3.932, -0.788], [0.757, -3.217, -2.429], [1.331, -2.179, -1.130], [-0.591, -1.789, -0.951], [-5.107, 1.181, 1.043], [-3.988, 1.218, 1.858], [-5.819, 1.987, 1.216], [-4.850, 1.113, -0.014], [-5.590, 0.270, 1.398], [-3.358, 0.557, 1.560], [-1.298, -0.768, -3.967], [-0.198, -0.351, -4.723], [-1.762, -1.488, -4.642], [-0.975, -1.177, -3.010], [-1.942, 0.051, -3.647], [-0.520, 0.168, -5.465], [-2.712, 2.683, -1.851], [-1.349, 3.050, -1.528], [-2.829, 1.709, -1.377], [-3.493, 3.325, -1.443], [-2.852, 2.298, -2.861], [-0.869, 3.595, -2.156], [0.330, 4.025, 1.245], [-1.037, 3.559, 1.344], [1.032, 4.006, 2.079], [0.830, 3.451, 0.465], [0.377, 5.017, 0.795], [-1.287, 3.523, 0.418], [4.784, 0.264, 1.226], [4.075, -0.831, 0.542], [5.602, -0.120, 1.836], [5.204, 0.744, 0.342], [4.183, 0.970, 1.799], [3.693, -1.435, 1.182], [1.566, 1.028, -2.099], [2.557, 1.392, -1.144], [1.503, 1.670, -2.977], [1.698, 0.043, -2.546], [0.567, 1.065, -1.665], [2.918, 0.632, -0.681]],
  "forces_ev_per_angstrom": [[-0.6, 0.1, -5.9], [3.9, 4.1, -3.6], [-0.6, -3.9, 3.9], [1.2, 0.9, 0.6], [-0.3, -0.9, -1.2], [1.0, -2.1, 2.6], [0.0, 0.4, 0.6], [0.7, 0.1, 0.0], [-0.5, 1.0, 0.0], [-0.4, -1.1, -0.2], [-1.8, 2.5, 0.4], [1.8, -2.3, 0.0], [-0.9, 0.6, -0.8], [-2.6, 1.5, 3.4], [0.4, 0.1, -1.0], [0.4, 0.0, 0.4], [-1.1, 0.1, -0.3], [-0.4, -0.6, 0.9], [1.1, 0.0, -0.5], [-1.8, 0.3, 0.9], [0.3, 0.0, -0.3], [0.2, -0.3, 0.0], [0.7, -0.3, 0.0], [-0.4, -0.3, 0.0], [-0.9, -1.2, 0.0], [1.3, 1.1, 1.1], [0.5, 0.2, 0.1], [-0.2, 0.1, -0.1], [-1.0, -0.3, -0.8], [0.1, 0.0, -0.2], [-0.2, -0.1, -0.3], [1.2, 0.8, 0.3], [-1.0, -0.3, 0.9], [0.3, -0.5, -0.4], [-0.4, 0.2, -0.5], [0.1, 0.0, -0.1], [1.0, -1.4, 0.2], [-0.7, -0.3, 0.4], [-0.1, 0.0, 0.8], [0.3, 0.4, -0.4], [0.0, 1.2, -0.5], [-0.6, 0.1, -0.4], [0.1, 0.0, -1.9], [1.3, 0.3, 1.0], [-1.0, -0.2, 0.7], [0.2, -0.5, 0.0], [-0.3, 0.4, 0.5], [-0.3, -0.1, -0.3], [0.2, -1.2, -1.6], [0.0, 1.1, 0.5], [-0.1, -0.1, 0.1], [0.2, 0.6, 0.5], [-0.4, -0.1, -0.1], [0.1, 0.1, 0.5], [-0.3, -0.6, -0.1], [-0.3, 0.6, -0.5], [0.6, 0.5, 0.3], [0.3, -0.3, 0.2], [-0.2, 0.0, 0.3], [0.0, -0.5, -0.2]],
  "gap_ha": 0.132,
  "total_charge": 2
}

=====

Record 2
{
  "formula": "C25H13ClF5MnN3OSSe",
  "method": "ωB97M-V with the def2-TZVPD basis set",
  "symbols": ["Mn", "Cl", "C", "C", "C", "C", "O", "C", "C", "N", "C", "C", "C", "C", "C", "C", "C", "C", "N", "C", "C", "H", "H", "H", "H", "H", "H", "H", "H", "H", "H", "F", "C", "C", "F", "C", "F", "C", "Se", "C", "F", "C", "F", "S", "C", "C", "N", "C", "H", "H", "H"],
  "xyz": [[0.698, -0.910, 0.173], [4.611, 5.158, 0.058], [3.459, 3.873, 0.079], [2.089, 4.176, 0.066], [1.157, 3.172, 0.080], [1.536, 1.816, 0.082], [0.632, 0.869, 0.095], [2.930, 1.519, 0.099], [3.393, 0.180, 0.092], [2.627, -0.869, 0.012], [3.197, -2.160, -0.039], [4.479, -2.481, -0.414], [4.914, -3.819, -0.380], [4.083, -4.826, 0.024], [2.746, -4.537, 0.381], [1.817, -5.513, 0.799], [0.541, -5.128, 1.111], [0.174, -3.785, 0.975], [1.008, -2.838, 0.584], [2.304, -3.201, 0.317], [3.870, 2.570, 0.111], [1.772, 5.210, 0.045], [0.100, 3.396, 0.087], [4.469, 0.037, 0.171], [5.166, -1.719, -0.755], [5.928, -4.050, -0.678], [4.424, -5.851, 0.074], [2.126, -6.548, 0.871], [-0.199, -5.842, 1.445], [-0.842, -3.480, 1.191], [4.929, 2.345, 0.140], [-7.420, 5.235, 0.327], [-6.333, 4.546, 0.059], [-6.076, 3.367, 0.747], [-6.933, 2.927, 1.660], [-4.924, 2.663, 0.470], [-4.695, 1.530, 1.133], [-3.999, 3.102, -0.484], [-2.422, 2.139, -0.805], [-4.296, 4.284, -1.171], [-3.463, 4.733, -2.094], [-5.447, 5.000, -0.909], [-5.709, 6.117, -1.570], [-3.793, -1.488, -0.013], [-2.902, -2.014, -1.378], [-1.582, -1.780, -1.189], [-1.273, -1.184, 0.020], [-2.350, -0.972, 0.727], [-3.386, -2.473, -2.224], [-0.796, -2.001, -1.896], [-2.343, -0.495, 1.696]],
  "forces_ev_per_angstrom": [[0.3, -0.8, 0.5], [0.1, 0.1, 0.0], [-0.1, -0.1, 0.0], [0.0, -0.1, 0.0], [-0.2, -0.2, 0.0], [0.6, -0.1, 0.0], [-0.6, 1.9, 0.0], [-0.5, 0.1, 0.0], [0.0, -0.1, 0.0], [0.6, 0.1, -0.1], [0.2, -0.3, 0.0], [-0.2, 0.1, 0.0], [0.0, -0.2, 0.0], [0.0, 0.0, 0.0], [0.0, 0.2, 0.0], [-0.1, 0.1, 0.0], [0.1, -0.2, 0.0], [-0.1, 0.2, 0.0], [0.2, -0.9, 0.1], [0.1, 0.0, 0.0], [0.2, 0.1, 0.0], [0.0, 0.0, 0.0], [0.0, 0.1, 0.0], [0.0, 0.0, 0.0], [0.0, 0.0, 0.0], [0.0, 0.0, 0.0], [0.0, 0.0, 0.0], [0.0, 0.0, 0.0], [0.0, 0.0, 0.0], [0.0, 0.0, 0.0], [0.0, 0.0, 0.0], [-0.2, 0.1, 0.0], [0.2, -0.1, 0.0], [0.1, -0.1, 0.0], [-0.1, 0.0, 0.0], [0.1, 0.1, -0.1], [-0.1, 0.0, 0.1], [0.2, -0.2, 0.0], [-0.2, 0.2, 0.0], [0.0, -0.1, 0.1], [0.0, 0.1, -0.1], [0.1, 0.0, 0.0], [0.0, 0.1, 0.0], [0.3, 0.1, 0.0], [-0.1, 0.0, 0.1], [-0.3, 0.1, 0.0], [-0.5, -0.3, -0.4], [-0.2, 0.0, 0.1], [0.0, 0.0, 0.0], [0.0, -0.1, 0.0], [0.0, 0.0, 0.0]],
  "gap_ha": [0.254, 0.211],
  "multiplicity": 5,
  "total_charge": 1
}

=====

Record 3
{
  "formula": "C8H27N3O5",
  "method": "ωB97M-V with the def2-TZVPD basis set",
  "symbols": ["C", "O", "H", "H", "H", "H", "C", "O", "H", "H", "H", "H", "C", "O", "H", "H", "H", "H", "C", "O", "N", "N", "H", "H", "H", "H", "C", "C", "C", "O", "C", "N", "H", "H", "H", "H", "H", "H", "H", "H", "H", "H", "H"],
  "xyz": [[-1.318, 2.442, 1.319], [-0.233, 2.157, 2.152], [-1.912, 1.549, 1.125], [-2.131, 3.038, 1.733], [-0.999, 2.773, 0.331], [-0.548, 1.631, 2.891], [-0.005, -0.230, 0.447], [0.525, -1.495, 0.808], [-0.809, 0.039, 1.133], [0.763, 0.523, 0.629], [-0.378, -0.269, -0.576], [0.223, -1.541, 1.718], [-0.363, -1.898, 3.510], [-0.928, -1.019, 2.526], [0.067, -1.392, 4.374], [-1.168, -2.533, 3.879], [0.422, -2.526, 3.089], [-1.507, -0.417, 3.000], [-1.846, -2.980, -0.452], [-1.387, -3.198, -1.550], [-1.436, -2.031, 0.363], [-2.938, -3.514, -0.021], [-0.589, -1.519, 0.163], [-1.922, -1.729, 1.195], [-3.223, -3.233, 0.907], [-3.321, -4.269, -0.571], [1.931, 0.415, -4.164], [1.178, 0.717, -2.788], [2.098, 1.156, -1.651], [1.237, 1.390, -0.512], [1.794, 1.986, 0.637], [0.246, 1.735, -3.207], [2.828, -0.157, -3.927], [2.366, 1.311, -4.607], [1.290, -0.110, -4.872], [0.589, -0.135, -2.448], [2.536, 2.113, -1.937], [2.884, 0.445, -1.398], [2.234, 2.934, 0.327], [2.598, 1.396, 1.077], [0.934, 2.007, 1.307], [-0.452, 1.829, -2.483], [0.674, 2.610, -3.477]],
  "forces_ev_per_angstrom": [[-2.0, -0.7, -0.7], [-2.0, 0.7, 2.1], [0.3, -0.5, -0.3], [0.7, 1.0, 0.3], [0.3, 0.3, 0.4], [0.1, 0.0, 0.2], [1.6, 3.0, 1.7], [6.5, 1.4, 1.1], [0.1, -0.1, -1.4], [-1.7, -2.5, 0.4], [0.5, 0.5, 0.0], [0.8, -0.4, -1.0], [-0.8, -0.7, 1.3], [-0.6, 0.1, 4.3], [0.0, 0.4, -0.2], [0.2, -0.3, 0.1], [-0.2, 0.1, -0.3], [-0.1, 0.1, 0.1], [1.0, 2.5, -0.8], [1.3, -0.8, -1.6], [-3.7, -0.8, -0.6], [-4.0, -2.9, 1.2], [-2.7, -3.1, -1.1], [-0.1, -0.7, -0.9], [-0.5, -0.8, -0.5], [-0.3, 0.1, 0.6], [0.7, -0.5, 2.1], [1.0, 0.2, -2.3], [-0.8, 0.7, 0.5], [2.3, 2.1, -3.8], [1.3, 0.6, -1.3], [-1.2, -0.3, 0.6], [0.0, -0.6, -0.2], [-0.5, 0.4, 0.0], [0.1, 0.1, 0.2], [0.2, -0.2, -0.3], [0.4, 0.2, -0.1], [0.0, -0.2, 0.0], [-0.1, 0.4, 0.4], [0.3, -0.4, 0.0], [1.9, 0.7, -0.4], [-0.1, 0.7, -0.1], [0.0, 0.0, 0.3]],
  "gap_ha": 0.266,
  "e_above_lowest_kcal_mol": 0.0
}

=====

Record 4
{
  "formula": "C18H32N2O4P",
  "method": "ωB97M-V with the def2-TZVPD basis set",
  "symbols": ["C", "C", "O", "C", "C", "C", "N", "C", "C", "C", "C", "N", "C", "C", "C", "C", "C", "C", "C", "O", "C", "O", "C", "P", "O", "H", "H", "H", "H", "H", "H", "H", "H", "H", "H", "H", "H", "H", "H", "H", "H", "H", "H", "H", "H", "H", "H", "H", "H", "H", "H", "H", "H", "H", "H", "H", "H"],
  "xyz": [[2.730, -3.767, 0.787], [3.599, -3.461, -0.539], [3.546, -2.084, -0.986], [4.494, -1.260, -0.255], [4.051, 0.298, -0.313], [2.599, 0.394, 0.374], [1.563, 0.778, -0.677], [0.325, 1.159, 0.093], [-1.023, 1.194, -0.777], [-0.927, 2.025, -2.150], [-2.096, 1.430, -3.124], [-3.458, 1.530, -2.533], [-4.074, 0.206, -2.231], [-4.152, 0.016, -0.620], [-4.791, 1.033, 0.355], [-4.789, 0.803, 1.884], [-4.119, -0.462, 2.538], [-3.496, -1.501, 1.544], [-3.497, -1.276, -0.011], [-2.881, -2.300, -0.816], [0.632, 2.555, 0.815], [1.956, 2.678, 1.393], [2.589, 1.401, 1.636], [1.904, 0.471, 3.163], [2.910, 0.437, 4.347], [3.281, -4.460, 1.519], [1.735, -4.245, 0.489], [2.514, -2.743, 1.275], [3.138, -4.094, -1.390], [4.672, -3.855, -0.413], [5.563, -1.322, -0.647], [4.513, -1.537, 0.871], [4.014, 0.701, -1.386], [4.847, 0.898, 0.241], [2.333, -0.661, 0.755], [1.315, -0.053, -1.247], [1.879, 1.561, -1.274], [0.176, 0.323, 0.881], [-1.267, 0.092, -1.038], [-1.871, 1.573, -0.117], [0.083, 1.911, -2.701], [-1.145, 3.130, -1.901], [-2.083, 2.106, -4.061], [-1.810, 0.380, -3.482], [-3.482, 2.168, -1.724], [-3.495, -0.690, -2.652], [-5.152, 0.106, -2.639], [-5.270, 1.974, -0.098], [-5.265, 1.594, 2.568], [-4.094, -0.612, 3.672], [-3.001, -2.430, 1.988], [-2.038, -1.969, -1.201], [0.563, 3.369, -0.007], [-0.222, 2.793, 1.548], [3.690, 1.634, 1.903], [0.609, 0.984, 3.559], [1.679, -0.922, 2.812]],
  "forces_ev_per_angstrom": [[0.2, 0.6, -0.4], [-0.5, -2.1, -0.3], [1.1, 0.2, 1.3], [0.2, 1.2, 0.5], [-0.2, -1.1, -0.1], [2.0, -0.2, 0.2], [-0.7, -0.4, 1.1], [-1.7, 0.6, 1.5], [1.0, -0.5, -0.4], [-1.0, -0.6, 0.3], [1.0, 1.9, -0.7], [0.9, -1.4, -0.3], [-1.1, -0.4, 2.0], [0.4, -1.7, 2.8], [1.5, -2.7, 1.1], [1.6, -2.1, -1.4], [-0.2, 0.7, -4.9], [-1.2, 2.9, -0.8], [-1.2, 2.3, 2.7], [-0.4, 1.9, 0.9], [-1.1, 0.5, -1.3], [-0.5, -1.6, -0.5], [0.2, -0.1, -0.4], [2.7, -0.6, 3.9], [-2.3, 0.5, -3.1], [-0.9, 1.2, -1.1], [1.4, 0.7, 0.5], [0.3, -1.7, -0.4], [0.8, 1.2, 1.2], [-1.4, 1.0, -0.2], [-1.4, -0.3, 0.3], [0.0, 0.3, -1.7], [0.1, -0.7, 1.4], [-1.2, -0.8, -0.6], [0.2, 1.7, -0.9], [0.6, 0.6, 0.0], [-0.1, -0.5, 0.3], [0.4, 1.3, -1.2], [0.3, 1.7, 0.5], [1.2, -0.6, -0.8], [-1.5, 0.3, 0.9], [0.5, -1.6, -0.7], [0.1, -1.1, 1.3], [-0.6, 1.3, 0.8], [0.0, -0.7, -0.6], [-0.7, 1.5, 0.5], [1.7, 0.4, 0.6], [0.7, -1.6, 0.9], [0.8, -1.4, -1.3], [-0.1, 0.2, -2.0], [-0.8, 1.4, -0.9], [-0.9, -0.2, 0.4], [0.2, -1.2, 1.3], [1.4, -0.5, -0.8], [-1.9, -0.4, -0.2], [0.6, -0.1, -0.8], [-0.3, 1.0, -0.5]],
  "gap_ha": 0.294,
  "smiles": "CCOCC[C@@H]1[NH2+][C@H](CCCNCc2ccccc2O)CO[C@H]1[PH2]=O",
  "e_above_lowest_kcal_mol": 5.7,
  "total_charge": 1
}

=====

| no. | DFT total energy (Eh) |
| --- | --- |
| 1 | -1344.12307 |
| 2 | -6109.91883 |
| 3 | -861.12076 |
| 4 | -1456.35766 |